Entry from the OMol25 dataset: a 13-piece molecular cluster, C38H92N27O13 overall in a non-equilibrium geometry (ωB97M-V with the def2-TZVPD basis set).

Structure (ORCA input):
```
! wB97M-V def2-TZVPD RIJCOSX def2/J DEFGRID3
* xyz 1 1
C 2.0563 -2.7889 4.6283
O 2.0610 -3.7673 3.5849
C 0.9428 -3.6757 2.7160
C 1.3208 -2.8411 1.4718
C 1.1527 -1.2990 1.6518
C -0.2875 -0.9168 2.0194
N -0.5007 0.5633 2.1431
C -1.9397 0.9807 2.3009
C -2.8044 0.0340 3.1585
C -3.9894 0.7400 3.8649
C -5.2898 0.7855 3.0177
C -6.3432 -0.2672 3.4508
C -6.0651 -1.7003 2.9034
C -7.0267 -2.1876 1.7856
C -7.3404 -1.1380 0.6864
C -6.2774 -1.0461 -0.4681
C -4.8626 -1.5391 -0.1102
C -3.9057 -1.5391 -1.3344
C -2.5729 -2.2683 -1.0377
N -2.7399 -3.5958 -0.4513
C -2.6825 -3.8224 0.8709
C -2.9289 -5.1844 1.0354
C -3.1042 -5.7262 -0.3130
C -2.9951 -4.6774 -1.2135
C 0.0554 1.3237 1.0015
C 1.0668 2.2303 1.2071
C 1.5823 2.8842 0.0888
N 1.1889 2.7120 -1.1623
C 0.1902 1.8400 -1.3074
C -0.4056 1.1116 -0.3012
H 2.4710 -3.2710 5.5256
H 2.7088 -1.9565 4.3267
H 1.0439 -2.4427 4.8898
H 0.0145 -3.3586 3.2180
H 0.7565 -4.7024 2.3546
H 2.3858 -2.9781 1.2552
H 0.7381 -3.0886 0.5724
H 1.5045 -0.8449 0.7153
H 1.8045 -0.9056 2.4546
H -0.4791 -1.3640 3.0006
H -0.9889 -1.2822 1.2613
H -0.0012 0.9236 2.9625
H -1.9274 1.9521 2.8212
H -2.4520 1.1552 1.3495
H -2.2341 -0.5088 3.9291
H -3.2259 -0.7423 2.5008
H -3.6881 1.7251 4.2575
H -4.2184 0.1433 4.7631
H -5.7771 1.7605 3.1881
H -5.0684 0.7175 1.9418
H -6.3492 -0.3222 4.5526
H -7.3553 0.0717 3.1838
H -5.0166 -1.7456 2.5769
H -6.1594 -2.4122 3.7386
H -6.5899 -3.1097 1.3678
H -7.9568 -2.5205 2.2753
H -7.5330 -0.1286 1.0695
H -8.2834 -1.4548 0.2110
H -6.6101 -1.5817 -1.3680
H -6.1772 0.0221 -0.7242
H -4.8979 -2.5830 0.2333
H -4.3825 -0.8938 0.6439
H -3.7293 -0.5103 -1.6821
H -4.4253 -2.0681 -2.1499
H -2.0130 -1.6494 -0.3233
H -2.0106 -2.3351 -1.9790
H -2.4874 -3.0858 1.6413
H -2.9813 -5.7101 1.9843
H -3.2911 -6.7607 -0.5920
H -3.1032 -4.7019 -2.2897
H 1.4548 2.3961 2.2122
H 2.4022 3.5877 0.2622
H -0.1862 1.6800 -2.3232
H -1.2110 0.3992 -0.4818
C 5.6856 4.1616 -1.1829
O 5.2156 4.8790 -0.3036
N 7.0185 3.8926 -1.2759
N 4.9226 3.5742 -2.1364
H 7.4158 3.3078 -1.9894
H 7.6210 4.3078 -0.5907
H 3.9331 3.7457 -2.1065
H 5.3043 2.9827 -2.8609
C 3.5834 -3.8464 -1.5207
O 2.6871 -3.0761 -1.2115
N 4.7202 -3.4316 -2.1516
N 3.5209 -5.1837 -1.2605
H 5.4671 -4.0460 -2.4140
H 4.7988 -2.4525 -2.3586
H 2.6973 -5.5235 -0.7983
H 4.2438 -5.8332 -1.5053
C -3.2962 0.6430 -4.7169
O -4.1381 0.4625 -3.8510
N -2.2698 -0.2322 -4.9392
N -3.3040 1.7302 -5.5382
H -1.5712 -0.1008 -5.6475
H -2.2285 -1.0481 -4.3576
H -4.0427 2.3971 -5.4058
H -2.6179 1.8941 -6.2593
C -2.9715 1.9894 -9.3563
O -1.9987 1.7703 -8.6434
N -2.8555 2.3702 -10.6582
N -4.2461 1.8684 -8.8930
H -3.6384 2.5542 -11.2561
H -1.9273 2.4684 -11.0263
H -4.3512 1.5859 -7.9342
H -5.0662 2.0393 -9.4434
C 2.5561 5.1815 3.2075
O 1.6028 4.9699 2.4692
N 2.4484 5.2285 4.5681
N 3.8090 5.3799 2.7343
H 3.2261 5.3945 5.1821
H 1.5358 5.0905 4.9615
H 3.9341 5.3482 1.7346
H 4.6045 5.5515 3.3249
C 7.0894 6.6219 5.1996
O 6.0320 6.0770 5.4981
N 7.9484 7.0983 6.1401
N 7.4899 6.7962 3.9079
H 8.8180 7.5474 5.9235
H 7.6840 6.9863 7.1024
H 6.8818 6.4580 3.1847
H 8.3507 7.2398 3.6484
C 3.5110 9.7089 6.2010
O 2.6854 10.5487 6.5040
N 4.6995 10.0258 5.6011
N 3.3256 8.3747 6.4321
H 5.3911 9.3473 5.3443
H 4.8730 10.9960 5.4144
H 2.4658 8.1025 6.8707
H 3.9973 7.6681 6.1886
C -10.7178 -4.0773 0.8593
O -11.5609 -4.2541 1.7172
N -9.6862 -4.9455 0.6457
N -10.7210 -2.9912 0.0319
H -8.9835 -4.8132 -0.0563
H -9.6414 -5.7572 1.2339
H -11.4591 -2.3224 0.1534
H -10.0309 -2.8325 -0.6768
C 5.7673 1.0457 -5.0069
O 6.2009 1.5544 -3.9741
N 4.5003 1.2759 -5.4577
N 6.5060 0.2196 -5.7799
H 4.1316 0.8718 -6.2975
H 3.9189 1.8847 -4.9126
H 7.4439 0.0291 -5.4794
H 6.1686 -0.2038 -6.6307
C 5.7631 -0.6717 -9.6805
O 6.1952 -0.1667 -8.6512
N 4.4984 -0.4436 -10.1334
N 6.5143 -1.5002 -10.4543
H 4.1270 -0.8462 -10.9728
H 3.9176 0.1653 -9.5877
H 7.4519 -1.6880 -10.1492
H 6.1838 -1.9239 -11.3003
C -0.8784 -9.1888 0.5852
O -1.2324 -9.0923 -0.5758
N -0.6247 -10.3931 1.1790
N -0.7055 -8.0979 1.3922
H -0.3330 -10.4943 2.1322
H -0.7421 -11.2147 0.6152
H -0.8984 -7.1964 0.9901
H -0.4184 -8.1547 2.3507
C 3.8956 0.4089 4.4831
O 3.0476 0.2293 5.3432
N 4.8392 -0.5280 4.1753
N 3.9657 1.5621 3.7564
H 5.5428 -0.4000 3.4728
H 4.8167 -1.3886 4.6917
H 3.2868 2.2738 3.9610
H 4.6489 1.7339 3.0423
*
```

Results
Orbital gap (Eh): 0.312

---

Entry from the OMol25 dataset: a 4-piece molecular cluster, C38H79IN3O3P overall in a non-equilibrium geometry (ωB97M-V with the def2-TZVPD basis set).

Structure (ORCA input):
```
! wB97M-V def2-TZVPD RIJCOSX def2/J DEFGRID3
* xyz 0 1
C 7.5306 -2.8333 3.6497
C 6.6098 -3.8195 2.7201
P 4.7542 -3.8640 3.1665
C 4.4004 -2.9325 4.8366
C 3.8035 -2.9406 1.7459
C 3.8031 -4.0633 0.5519
N 2.4284 -4.2243 -0.0669
C 2.4656 -4.2578 -1.5787
C 2.2453 -2.9848 2.3148
O 1.6353 -3.8459 3.1337
N 1.6904 -1.7178 1.6428
C 2.7887 -0.6768 1.9461
C 2.4760 0.8882 1.4702
C 1.3976 1.0029 0.2415
C -0.1258 1.4164 0.6876
C -0.7240 0.5839 1.9681
C -1.6834 -0.6498 1.4664
C -2.3155 -1.4733 2.7685
C -3.3070 -2.6297 2.1148
C -3.1039 -4.1212 2.7838
C -1.5620 -4.6828 2.7147
O -1.5151 -6.1742 2.8308
C -0.1040 -6.5870 3.1177
C 4.1925 -1.3817 1.4241
I 4.3781 -0.9127 -0.7503
N 5.5198 -0.8628 1.9292
C 5.3810 -0.0032 2.9901
O 5.2475 1.0256 3.8642
H 8.2748 -2.2721 2.9047
H 6.9497 -1.9892 4.2141
H 8.1352 -3.4572 4.4554
H 7.0350 -4.9164 2.8351
H 6.6824 -3.5520 1.5731
H 3.6441 -3.6390 5.4283
H 3.9659 -1.8569 4.6747
H 5.4041 -2.9243 5.4754
H 4.0458 -5.1065 1.0792
H 4.6745 -3.9249 -0.2468
H 2.0921 -5.1959 0.2085
H 2.1860 -5.3451 -1.9706
H 1.5886 -3.5384 -1.9509
H 3.4620 -3.8794 -2.0619
H 1.4387 -1.8344 0.6370
H 2.6585 -0.5935 3.1299
H 2.0198 1.4818 2.3943
H 3.5315 1.3872 1.2211
H 1.7862 1.8873 -0.4600
H 1.3915 0.0438 -0.4685
H -0.2363 2.5995 0.8024
H -0.8266 1.1445 -0.2398
H -1.3642 1.3518 2.6024
H 0.0825 0.1403 2.6921
H -2.6066 -0.1843 0.9075
H -1.1026 -1.3567 0.7352
H -2.9691 -0.7026 3.3789
H -1.4735 -1.9576 3.4270
H -3.1334 -2.6977 0.9481
H -4.4348 -2.3066 2.2584
H -3.5010 -4.1831 3.8975
H -3.7591 -4.8712 2.1269
H -1.1171 -4.3859 1.6543
H -0.9700 -4.1651 3.5869
H -0.0007 -7.7664 3.2314
H 0.5528 -6.1686 2.2419
H 0.1957 -6.0165 4.1007
C -6.4323 4.5804 -0.8141
C -6.8197 4.1147 0.5808
C -5.6524 3.5092 1.3632
C -5.0376 2.2448 0.7517
C -6.0112 1.0828 0.5339
C -6.6197 0.5593 1.8252
H -6.0911 3.7492 -1.4377
H -7.2947 5.0357 -1.3124
H -5.6344 5.3287 -0.7677
H -7.6478 3.4013 0.5132
H -7.2025 4.9770 1.1408
H -5.9883 3.2939 2.3838
H -4.8612 4.2637 1.4611
H -4.2232 1.9072 1.4040
H -4.5694 2.4942 -0.2074
H -5.4676 0.2632 0.0480
H -6.8083 1.3742 -0.1581
H -5.8400 0.2212 2.5147
H -7.2753 -0.2915 1.6133
H -7.2200 1.3224 2.3279
C -2.0707 10.2866 -0.8797
C -3.0406 9.2227 -0.3896
C -2.4477 8.3131 0.6885
C -1.2367 7.4802 0.2519
C -1.4726 6.5631 -0.9517
C -2.5278 5.4983 -0.6976
H -1.1903 9.8437 -1.3540
H -2.5584 10.9283 -1.6212
H -1.7361 10.9202 -0.0519
H -3.3959 8.6302 -1.2392
H -3.9238 9.7234 0.0262
H -3.2352 7.6458 1.0564
H -2.1505 8.9280 1.5478
H -0.9124 6.8705 1.1038
H -0.3978 8.1479 0.0247
H -0.5267 6.0643 -1.1965
H -1.7463 7.1506 -1.8344
H -2.2512 4.8709 0.1553
H -2.6268 4.8510 -1.5751
H -3.5083 5.9396 -0.4998
C 2.3690 -1.5317 -4.6571
C 1.7804 -2.7588 -5.3356
C 2.8416 -3.7274 -5.8620
C 3.7665 -3.1623 -6.9464
C 3.0606 -2.6325 -8.1980
C 2.2896 -3.7046 -8.9516
H 2.9624 -0.9308 -5.3522
H 1.5671 -0.8941 -4.2700
H 3.0080 -1.8199 -3.8162
H 1.1111 -2.4462 -6.1439
H 1.1552 -3.2912 -4.6080
H 2.3400 -4.6244 -6.2423
H 3.4624 -4.0648 -5.0219
H 4.4710 -3.9487 -7.2429
H 4.3774 -2.3575 -6.5214
H 3.8187 -2.2117 -8.8700
H 2.3885 -1.8074 -7.9397
H 2.9530 -4.5193 -9.2579
H 1.8389 -3.2786 -9.8538
H 1.4825 -4.1241 -8.3451
*
```

Results
Orbital gap (Eh): 0.277
SMILES: CCP(C)[C@@]1(CNC)C(=O)N[C@H](CCCCCCCCCOC)[C@@]1(I)N=C=O.CCCCCC.CCCCCC.CCCCCC

---

Entry from the OMol25 dataset: a 3-piece molecular cluster, C15H27NO overall in a non-equilibrium geometry (ωB97M-V with the def2-TZVPD basis set).

Structure (ORCA input):
```
! wB97M-V def2-TZVPD RIJCOSX def2/J DEFGRID3
* xyz 0 1
C 2.0043 -1.5880 -3.4720
C 2.3383 -0.1370 -2.7730
C 1.3263 0.0950 -1.8230
C 1.6683 1.3000 -1.1060
N 0.7463 1.6130 0.1030
C -0.6917 1.2240 -0.3650
C -1.7117 2.2160 0.5940
C -0.8397 3.4430 0.8130
C 0.6673 3.0190 0.3380
C 1.0893 0.7880 1.3770
H 2.3013 -2.4960 -2.9570
H 2.7313 -1.5040 -4.5090
H 0.9503 -1.7220 -4.0240
H 2.3183 0.7420 -3.4360
H 3.2543 -0.0940 -2.3560
H 1.3913 -0.7330 -1.3610
H 0.3873 0.0730 -2.4190
H 1.8183 2.0950 -1.8990
H 2.5383 1.1950 -0.6890
H -0.8507 0.0520 -0.0850
H -0.9727 1.3790 -1.4010
H -2.2907 1.6020 1.4020
H -2.5477 2.3860 -0.0210
H -0.8287 3.4980 1.8440
H -1.2167 4.1830 0.2950
H 1.5173 3.4630 0.8830
H 0.7663 3.7830 -0.6040
H 0.2633 0.8970 2.0320
H 2.1183 1.0730 1.8600
H 1.2253 -0.3370 1.1480
O -4.2697 0.5290 -1.2600
H -3.7007 1.0320 -0.8730
C -1.5897 -3.1660 3.3800
C -2.4617 -2.3380 2.4370
C -2.0057 -2.0270 1.1520
C -0.6507 -2.4330 0.7700
C 0.2193 -3.0710 1.6120
C -0.2857 -3.5510 2.9440
H -2.0767 -3.5950 4.3590
H -3.3067 -2.0820 2.8870
H -2.6937 -1.3850 0.5780
H -0.2627 -2.1830 -0.2280
H 1.2143 -3.2800 1.1860
H 0.3983 -3.9590 3.6660
*
```

Results
Orbital gap (Eh): 0.182

---

| no. | E_tot (eV) | HOMO level (eV) |
| --- | --- | --- |
| 1 | -107755.3903 | -10.2 |
| 2 | -68677.8877 | -8.2 |
| 3 | -19519.5890 | -5.2 |